12
Properties=species:S:1:pos:R:3:nbo_charge:R:1 method="wB97M-V/def2-TZVPD" relative_energy_kcal_mol=46.3 homo_ev=-8.079 homo_lumo_gap_ev=9.11
N 0.55288 -1.31695 -0.87738 -0.5634
N 0.13936 1.61781 1.19497 -0.8305
C -1.20635 -0.02060 -0.09273 -0.2592
C -1.04135 -1.13322 -0.86791 -0.1156
C 1.03101 -0.22297 -0.22584 -0.0408
C 0.02170 0.51815 0.31161 0.0006
H 0.56769 2.39337 0.70694 0.3608
H 1.32704 -1.74511 -1.43290 0.4191
H 0.74292 1.35648 1.96621 0.3622
H 2.07994 0.07394 -0.19438 0.2030
H -1.87506 -1.87019 -0.76745 0.2309
H -2.13622 0.40433 0.27784 0.2328



90
Properties=species:S:1:pos:R:3:nbo_charge:R:1 method="wB97M-V/def2-TZVPD" relative_energy_kcal_mol=4.2 homo_ev=-8.839 homo_lumo_gap_ev=9.56
O 3.64970 1.89566 -4.71112 -0.6622
O 2.43337 4.13333 -4.57190 -0.5585
O -1.90634 -2.09788 2.33524 -0.6760
O -1.34825 -3.58191 -1.09048 -0.7037
O -0.56135 0.70812 0.89060 -0.6983
O -3.12533 0.04825 1.39129 -0.5819
O 1.12740 2.35095 4.99518 -0.6474
O 1.97607 0.76171 0.29769 -0.5919
O 1.33233 -1.26463 -1.39835 -0.7356
N -3.40920 -1.23090 0.91695 -0.1482
N 0.31786 -3.60639 0.39411 -0.6051
N 2.05713 3.08220 -3.71847 -0.1441
N 1.54590 0.50412 1.59907 -0.1449
N 0.45798 3.74014 3.38888 -0.6078
N -0.46568 -1.54970 -2.66959 -0.6133
C -3.15493 -3.66831 1.03347 -0.4757
C 1.05194 4.10650 1.04002 -0.4054
C -0.06754 4.07681 2.08723 -0.2055
C 0.49437 3.95671 -0.37097 -0.4044
C 0.33778 2.59641 4.09948 0.6778
C -4.37224 -1.24106 -0.16110 -0.2236
C 1.19788 0.05676 -3.42089 -0.4960
C -2.34454 -0.04793 -3.28217 -0.3886
C 1.04558 3.44096 -2.76258 -0.2155
C 2.61414 -1.40155 2.76057 -0.3999
C -0.26072 0.33297 3.23818 -0.5235
C -1.44317 -1.23104 -3.68038 -0.2280
C 2.44417 -3.67417 1.62702 -0.4017
C 2.43041 0.81474 -2.92254 -0.4886
C -1.88200 -4.52447 1.02405 -0.4958
C -0.93509 -3.87536 0.03239 0.7145
C 0.69236 -0.95837 -2.41092 0.7202
C 2.85184 -2.20750 1.48242 -0.4051
C -2.77000 -2.26478 1.48501 0.6538
C -2.84083 -0.10604 -1.83628 -0.4080
C -0.81262 1.65505 3.79226 -0.4878
C 1.60807 3.89736 -1.41308 -0.4072
C 2.60465 0.10989 2.50496 -0.2429
C 0.93103 -3.88713 1.67654 -0.2228
C -3.72075 -1.32160 -1.54818 -0.4188
C 2.77963 1.95439 -3.84990 0.6417
C 0.22523 0.51755 1.82118 0.6782
H -2.05541 -2.12426 -3.81277 0.2135
H -0.80398 3.33136 1.79089 0.2106
H -0.75256 -2.28465 -2.00502 0.4485
H -1.06223 -0.40900 3.20459 0.3007
H -0.95391 -1.01163 -4.63388 0.2026
H 2.36222 3.18430 -1.07700 0.2104
H -4.52007 -1.37949 -2.29067 0.1979
H 2.25603 1.19134 -1.91733 0.2344
H 2.87699 -4.08392 2.54175 0.2102
H 3.17237 3.73480 -5.08237 0.5011
H 2.08922 4.86999 -1.52118 0.2094
H -3.19540 -0.03005 -3.96596 0.2038
H 1.44700 -0.48602 -4.33724 0.2434
H -5.07323 -2.06642 -0.01726 0.2042
H -2.11482 -5.53663 0.68928 0.2369
H -1.79992 0.88941 -3.41421 0.1947
H 0.46305 4.24409 -3.21973 0.2270
H 3.90869 -2.15515 1.21438 0.2095
H -0.18875 4.77822 -0.59565 0.1957
H 3.28444 0.13731 -2.89417 0.2489
H 1.62668 5.03065 1.12799 0.1970
H 1.72683 3.27023 1.23063 0.2132
H -0.56650 5.05081 2.13987 0.1910
H 2.50997 0.66187 3.44341 0.2339
H 0.51861 -0.01490 3.90905 0.2291
H 2.84454 -4.24192 0.78466 0.2108
H 3.53650 0.41358 2.02276 0.2286
H -3.41297 0.80332 -1.63714 0.2062
H 0.47463 -3.25094 2.44366 0.2109
H -2.16959 0.26791 1.20189 0.5093
H 0.39368 0.75136 -3.66210 0.2221
H 3.39442 -1.62233 3.49105 0.2105
H -3.59617 -3.67298 0.04131 0.2310
H 0.84940 -3.02552 -0.25258 0.4326
H 1.24200 4.30971 3.68488 0.3955
H 1.65926 -1.69121 3.19826 0.2001
H -1.30266 1.44229 4.74407 0.2470
H 0.38770 2.58519 -2.60189 0.2005
H -1.45855 -4.55541 2.02366 0.2362
H -3.12231 -2.22985 -1.61575 0.2261
H -0.07252 3.02381 -0.40872 0.2183
H -3.87327 -4.07008 1.75124 0.2351
H 0.73755 -4.93263 1.93712 0.1993
H -1.54846 2.08248 3.11557 0.2202
H 2.28929 -1.77533 0.65799 0.2108
H 1.71574 0.00566 -0.29036 0.5127
H -1.98198 -0.10501 -1.16358 0.2213
H -4.92780 -0.30424 -0.06830 0.2248



53
Properties=species:S:1:pos:R:3:nbo_charge:R:1 method="wB97M-V/def2-TZVPD" relative_energy_kcal_mol=0.0 homo_ev=-16.545 charge=+3 homo_lumo_gap_ev=4.79
I 6.22985 0.26559 -0.35908 0.5918
Sn 0.29073 0.40111 -0.93483 1.6230
Cl 5.12088 0.70267 5.07534 0.2967
S -4.24114 -0.24399 -2.55874 0.6203
O -0.69201 -6.34781 -2.45102 -0.5409
O -0.53997 2.54028 -0.69586 -0.8448
O 3.05103 0.28474 -0.22031 -0.4636
N 1.23317 0.49367 1.79675 -0.4449
N -1.83627 4.35418 -1.10819 -0.3339
N -1.92313 -0.17212 -1.54446 -0.6356
N -1.88384 -4.65525 -3.35424 -0.8027
N 0.40832 -2.05951 -0.77721 -0.6049
C -0.28909 -4.22605 -1.53143 -0.1437
C 2.14528 0.74844 4.42670 -0.0844
C 2.53212 0.49577 2.07318 0.0961
C 3.47271 0.37839 0.90062 0.5612
C 4.49294 0.60116 3.54305 0.1611
C 0.79249 0.75494 4.14380 -0.1970
C -0.25285 -2.84955 -1.64195 0.0636
C 1.06482 -2.65024 0.23235 0.0434
C -2.79063 -0.49493 -0.52104 -0.0657
C 1.08479 -4.01629 0.42133 -0.2234
C -0.97597 -5.17667 -2.49427 0.6434
C -2.83095 3.56673 -1.83415 -0.4240
C -4.09040 -0.57807 -0.89368 -0.4143
C 3.04317 0.61636 3.36602 -0.0948
C 5.40575 0.50457 2.48107 -0.3282
C -2.57635 -0.00730 -2.67520 -0.1682
C 4.96886 0.40132 1.18697 -0.1630
C -2.05078 5.80225 -0.98298 -0.4101
C 0.39604 -4.81596 -0.47423 -0.0662
C -0.77932 3.77702 -0.60417 0.5601
C 0.38390 0.62734 2.82356 0.0978
H 6.46257 0.51163 2.71370 0.2889
H -3.03346 5.98229 -0.55261 0.2328
H -3.35749 2.90067 -1.15005 0.2171
H 2.49467 0.84634 5.44577 0.2694
H -0.67189 0.63570 2.58148 0.2206
H 1.59706 -1.99451 0.90901 0.1853
H -2.15033 -3.69047 -3.37008 0.3826
H -0.73592 -2.34319 -2.46880 0.1976
H -2.41700 -0.69043 0.47438 0.2251
H -2.34379 2.97884 -2.61006 0.2145
H -2.32971 -5.28907 -3.99899 0.4351
H 0.05928 0.85951 4.93142 0.2740
H -1.29094 6.22827 -0.33349 0.2266
H -0.08223 4.43768 -0.08538 0.1654
H -1.99292 6.26769 -1.96503 0.2339
H -2.09882 0.24777 -3.61157 0.2573
H -3.54074 4.24856 -2.29210 0.2457
H -4.94791 -0.81816 -0.28515 0.2905
H 1.63751 -4.44634 1.24449 0.2509
H 0.37788 -5.89557 -0.39059 0.2830



16
Properties=species:S:1:pos:R:3:nbo_charge:R:1 method="wB97M-V/def2-TZVPD" relative_energy_kcal_mol=72.7 homo_ev=-9.090 homo_lumo_gap_ev=9.92
N -1.67966 0.12240 -1.85978 -0.3570
C 0.91457 -0.20852 -0.12246 -0.0384
C 0.00893 2.22501 -0.56558 -0.6766
C 0.44943 0.90767 -0.16679 -0.0036
C -1.71956 -0.55310 -0.93962 0.3128
C 1.55552 -1.50384 -0.03773 -0.6721
C -1.80880 -1.28686 0.32270 -0.7111
H -1.02915 2.26889 -0.67434 0.2402
H 0.53259 2.56234 -1.44918 0.2398
H -0.89719 -1.22904 0.82163 0.2563
H 0.20891 3.05273 0.20161 0.2221
H 0.99527 -2.06309 -0.86066 0.2315
H -2.57817 -0.73259 0.93451 0.2535
H 2.51720 -1.40170 -0.31208 0.2328
H 1.39488 -2.01021 1.01638 0.2276
H -2.05544 -2.28404 0.14085 0.2424



19
Properties=species:S:1:pos:R:3:nbo_charge:R:1 method="wB97M-V/def2-TZVPD" relative_energy_kcal_mol=17.6 homo_ev=-8.784 homo_lumo_gap_ev=9.77
N 1.61694 0.23994 0.23757 -0.8726
N 3.18715 -1.60142 0.60592 -0.8682
N -1.71690 0.43001 -0.98648 -0.6171
C -1.28181 1.77606 -0.65540 -0.4283
C -2.81732 0.01204 -0.11604 -0.4177
C 1.81298 -1.16621 0.54276 -0.0570
H -2.74187 0.32332 0.92698 0.1686
H 1.31794 -1.33947 1.50245 0.1625
H 1.42174 0.44678 -0.72701 0.3632
H -0.70280 1.85869 0.25541 0.1843
H -2.14941 2.42608 -0.52576 0.1866
H -2.95085 -1.05374 -0.28540 0.1988
H 3.48485 -2.28325 -0.07145 0.3701
H 2.24113 0.89425 0.67310 0.3702
H 3.45584 -1.84006 1.54545 0.3649
H -0.95206 -0.20673 -0.78563 0.3439
H 1.24602 -1.69312 -0.20327 0.1715
H -3.73349 0.48304 -0.49085 0.1850
H -0.73806 2.29379 -1.44236 0.1914



92
Properties=species:S:1:pos:R:3:mulliken_spin:R:1 method="wB97M-V/def2-TZVPD" relative_energy_kcal_mol=15.1 homo_ev="-1.714 / -1.883" multiplicity=5 s_squared=6.175 charge=-2 homo_lumo_gap_ev="5.86 / 6.03"
Te 1.27092 -1.40193 -0.56905 0.0533
Se 3.03632 0.93777 1.70625 -0.0774
Se 0.99112 3.04607 -0.62895 0.0219
Mn 0.58182 1.40517 1.15755 3.9750
F -5.51708 0.37477 -1.05005 0.0001
O -0.22218 -2.45173 1.87155 0.0382
O 1.07372 3.21007 2.52495 0.0109
O -3.44948 4.97387 0.74105 -0.0001
O -1.29998 1.97377 1.78155 -0.0111
O -1.33328 3.34357 3.54335 0.0056
O 4.90382 5.23667 0.36865 -0.0002
O -5.36968 2.73377 -2.68005 0.0000
N 0.24502 -0.28363 1.41985 -0.1736
N -3.85018 2.75457 1.08055 -0.0001
N -4.22888 3.73827 -0.98345 0.0000
C -4.35228 1.58217 0.58145 0.0018
C 3.45452 -4.05713 -0.74345 -0.0024
C 3.34222 -3.82763 -4.50405 -0.0004
C -0.09198 0.51677 5.57705 0.0048
C -2.42418 -3.57063 -1.52985 0.0019
C 3.96932 -4.53373 -5.67355 -0.0001
C -4.72898 -2.95253 -2.35135 0.0000
C -4.89228 1.52127 -0.66865 0.0008
C 2.30362 3.84267 2.71725 0.0023
C 3.63292 -4.20883 -3.20545 0.0001
C 3.03682 3.95167 1.36315 -0.0060
C -0.20458 -4.31813 -0.68795 0.0003
C -0.09868 -1.26203 2.21995 0.0712
C 0.96752 -0.96703 -3.86285 0.0014
C -1.15688 -1.75533 4.41445 0.0028
C -1.42578 -1.46883 5.73945 -0.0040
C 1.87982 -2.12393 -3.60665 -0.0033
C -3.40258 2.85447 2.44835 -0.0050
C -1.12828 -3.24153 -1.15395 -0.0012
C 3.06002 -3.57183 -2.11095 0.0007
C -1.63748 -0.91573 -1.52815 -0.0033
C 4.12682 5.02897 1.52425 0.0007
C -1.85148 2.72717 2.60555 0.0064
C -0.35708 -0.90403 3.65895 0.0253
C -1.31178 0.53807 -1.44025 0.0022
C 2.15352 -2.52553 -2.29665 -0.0005
C -3.79388 3.89297 0.31065 0.0030
C 0.18862 0.22607 4.25675 0.0047
C 2.46152 -2.77403 -4.68525 -0.0005
C -3.32648 -2.60163 -1.93825 -0.0011
C 3.74232 2.64737 0.95675 0.0031
C -4.88278 2.63607 -1.56165 -0.0004
C -0.90148 -0.32683 6.32235 0.0066
C -0.72078 -1.90793 -1.17525 0.0120
C -2.91438 -1.27863 -1.93475 0.0026
C 2.06402 4.43117 0.28195 0.0194
H -5.45178 -2.41893 -1.73335 0.0000
H 2.62682 4.93267 -0.51005 0.0007
H 0.84682 0.87167 3.67795 -0.0151
H 3.64712 -5.57513 -5.70495 0.0000
H -4.90618 -2.66203 -3.38805 0.0000
H 3.67252 5.99907 1.75205 0.0003
H 3.68672 2.51527 -0.12785 0.0059
H -0.04348 -1.20793 -3.53865 -0.0005
H 5.01152 4.38187 -0.06615 -0.0005
H 4.77672 4.73737 2.36785 0.0002
H 2.92442 3.25987 3.41695 -0.0030
H -0.32908 0.76687 -1.86035 -0.0122
H 2.22962 -2.44283 -5.69045 0.0000
H 3.26372 -5.12753 -0.65155 0.0000
H 3.68372 -4.05423 -6.60745 0.0000
H -2.06248 1.14817 -1.94055 -0.0012
H 0.14652 -4.04963 0.30855 0.0003
H 0.65502 -4.38873 -1.35105 -0.0004
H -0.72048 -5.27603 -0.64995 0.0000
H 5.05652 -4.52203 -5.59405 0.0000
H -4.16688 4.56817 -1.55995 0.0001
H 4.33022 -5.02133 -3.03345 0.0001
H -2.04198 -2.14313 6.32215 -0.0001
H 1.34712 5.14157 0.70225 0.0018
H 4.51792 -3.88123 -0.57805 0.0001
H 0.94912 -0.70893 -4.91985 0.0001
H -1.29658 0.82947 -0.38015 0.0320
H -4.90508 -4.02343 -2.25395 0.0000
H 0.35412 3.43527 3.16995 0.0032
H -3.60698 -0.51073 -2.24955 -0.0005
H 4.78832 2.65817 1.27895 -0.0012
H 1.30682 -0.10503 -3.28585 0.0002
H -1.55098 -2.64073 3.93405 -0.0004
H -4.32018 0.71137 1.21395 -0.0021
H -1.11278 -0.09653 7.35855 0.0007
H -3.85758 2.05297 3.03415 -0.0003
H 2.88912 -3.52313 0.02025 0.0005
H 2.15532 4.84767 3.13975 0.0017
H -3.69558 3.83047 2.84355 0.0004
H -2.73468 -4.60993 -1.49515 0.0003
H 0.32522 1.40677 6.02625 0.0000